No. 1
Formula: C28H38BIrN5P2
Source: the Open Molecules 2025 dataset
Level of theory: ωB97M-V/def2-TZVPD

CARTESIAN COORDINATES (ANGSTROEM)
Ir -0.689 -0.433 1.288
C -1.472 -2.270 1.321
C -1.524 -1.760 -0.023
C -2.882 -1.394 -0.569
C -3.400 -0.078 0.036
C -2.367 0.586 0.910
C -2.210 0.195 2.333
C -3.026 -0.931 2.889
C -2.676 -2.292 2.233
C 0.334 1.369 1.357
H -0.745 -3.081 1.476
H -0.833 -2.210 -0.751
H -3.609 -2.200 -0.371
H -2.768 -1.311 -1.659
H -3.643 0.596 -0.791
H -4.327 -0.264 0.589
H -2.240 1.654 0.693
H -1.995 1.026 3.010
H -4.098 -0.746 2.774
H -2.822 -1.018 3.964
H -2.445 -3.016 3.026
H -3.550 -2.674 1.690
H 0.368 1.482 2.448
H -0.237 2.187 0.902
H 1.362 1.373 0.955
P -0.232 1.860 -2.484
P 0.711 0.129 -1.231
N -1.588 2.912 -2.384
N 0.987 2.918 -2.903
N 0.674 -3.514 2.718
N 2.277 -1.008 -0.826
C -0.427 0.464 -3.619
C 0.286 -0.702 -2.816
C -1.962 3.900 -1.440
C -2.866 4.758 -2.040
C -3.023 4.347 -3.408
C -2.213 3.251 -3.600
C 1.506 3.901 -2.030
C 2.290 4.748 -2.791
C 2.246 4.300 -4.156
C 1.449 3.168 -4.196
C 0.254 -2.973 3.903
C 0.655 -3.830 4.962
C 1.348 -4.922 4.371
C 1.328 -4.675 2.965
C 2.302 -2.324 -0.388
C 3.634 -2.758 -0.268
C 4.465 -1.635 -0.548
C 3.594 -0.572 -0.857
H 0.035 0.674 -4.606
H -1.513 0.259 -3.720
H -0.370 -1.586 -2.661
H 1.197 -1.056 -3.357
H -1.586 3.880 -0.425
H -3.367 5.603 -1.581
H -3.642 4.803 -4.165
H -2.037 2.627 -4.460
H 1.288 3.855 -0.976
H 2.847 5.600 -2.422
H 2.737 4.748 -5.004
H 1.178 2.481 -4.978
H -0.325 -2.049 3.979
H 0.455 -3.637 6.008
H 1.779 -5.792 4.855
H 1.753 -5.271 2.164
H 1.406 -2.902 -0.194
H 3.942 -3.761 0.019
H 5.556 -1.576 -0.516
H 3.837 0.457 -1.084
B 3.537 -0.572 2.988
C 2.230 -0.873 2.246
N 1.228 -1.030 1.650
H 4.186 -1.575 3.224
H 3.236 -0.039 4.048
H 4.210 0.197 2.305

Computed properties:
2S+1 = 6
HOMO (alpha / beta) = -13.78 / -13.73 eV
<S²> = 8.80
E_LUMO (alpha / beta) = -6.1 / -9.2 eV
charge = +2
frontier orbital gap (alpha / beta) = 7.720 / 4.503 eV

No. 2
Formula: C28H38BNO2S
Source: the Open Molecules 2025 dataset
Level of theory: ωB97M-V/def2-TZVPD

CARTESIAN COORDINATES (ANGSTROEM)
C -0.240 -3.029 2.377
C 0.080 -1.644 1.733
C 0.140 -1.910 0.215
B 1.566 -1.418 2.245
O 2.281 -0.649 1.337
C 3.636 -0.600 1.791
C 4.408 -1.673 1.015
C 4.212 0.751 1.398
C 3.473 -0.927 3.345
C 4.587 -1.747 3.969
C 3.262 0.341 4.177
O 2.254 -1.723 3.386
C -1.093 -0.722 2.076
C -2.069 -0.477 1.100
C -3.403 -0.255 1.457
C -3.755 -0.188 2.805
C -2.738 -0.163 3.770
C -1.412 -0.421 3.403
H -0.340 -2.945 3.464
H -1.183 -3.436 1.988
H 0.537 -3.781 2.173
H 0.192 -0.980 -0.359
H 1.009 -2.521 -0.068
H -0.751 -2.470 -0.111
H 5.487 -1.596 1.193
H 4.070 -2.687 1.264
H 4.229 -1.516 -0.056
H 5.248 0.862 1.744
H 4.230 0.839 0.303
H 3.619 1.584 1.789
H 5.550 -1.224 3.889
H 4.373 -1.885 5.034
H 4.679 -2.738 3.513
H 4.183 0.943 4.224
H 2.465 0.975 3.766
H 2.991 0.080 5.208
H -1.827 -0.509 0.035
H -4.147 -0.136 0.665
H -4.811 -0.171 3.100
H -2.985 0.076 4.806
H -0.624 -0.412 4.159
C 4.089 5.695 2.688
C 3.047 4.822 2.109
C 2.772 4.619 0.765
C 1.625 3.817 0.539
C 0.917 3.516 1.700
C -0.443 3.120 1.829
C -1.056 3.028 3.102
C -2.429 3.030 3.218
C -3.241 3.073 2.052
N -4.597 3.068 2.145
C -5.411 2.900 0.959
C -5.267 2.967 3.428
C -2.621 3.011 0.772
C -1.246 2.969 0.674
S 1.882 4.011 3.093
H 4.541 6.299 1.903
H 3.615 6.362 3.411
H 4.882 5.140 3.192
H 3.348 5.072 -0.041
H 1.272 3.541 -0.447
H -0.432 2.949 3.994
H -2.877 2.955 4.209
H -5.097 3.600 0.178
H -5.344 1.877 0.560
H -6.448 3.108 1.228
H -5.137 1.974 3.882
H -4.887 3.724 4.123
H -6.335 3.138 3.258
H -3.212 2.944 -0.132
H -0.778 2.876 -0.309

Computed properties:
HOMO = -6.56 eV
E_LUMO = 0.7 eV
charge = 0
frontier orbital gap = 7.219 eV
SMILES string = CC(C)(B1OC(C)(C)C(C)(C)O1)c1ccccc1.Cc1ccc(-c2ccc(N(C)C)cc2)s1

No. 3
Formula: C28H38BrN6O8S2Sr
Source: the Open Molecules 2025 dataset
Level of theory: ωB97M-V/def2-TZVPD

CARTESIAN COORDINATES (ANGSTROEM)
Sr 16.227 10.072 9.936
O 17.727 7.615 9.855
C 17.671 6.298 9.117
C 16.546 6.230 8.111
N 15.440 7.075 8.534
C 14.533 6.586 9.597
C 14.048 7.659 10.648
O 12.823 7.596 11.078
O 14.909 8.450 11.032
C 14.731 7.749 7.392
C 15.531 8.993 7.115
O 16.420 8.970 6.266
O 15.279 10.020 7.860
H 18.655 7.926 9.859
H 17.579 5.520 9.890
H 18.640 6.122 8.629
H 16.189 5.157 8.160
H 16.899 6.383 7.064
H 15.110 5.827 10.135
H 13.664 6.055 9.140
H 13.733 7.988 7.705
H 14.797 7.144 6.457
C 10.285 12.598 7.450
C 11.652 11.888 7.592
C 11.727 10.700 8.579
N 10.988 9.554 8.045
C 10.402 8.549 8.711
S 9.585 7.346 7.878
N 10.491 8.621 10.081
C 9.531 8.597 11.185
O 9.929 8.733 12.310
C 8.104 8.564 10.872
C 7.334 9.616 11.350
C 5.982 9.789 11.054
C 5.257 8.785 10.341
C 6.011 7.708 9.886
C 7.404 7.539 10.245
H 10.440 13.366 6.734
H 9.980 13.022 8.433
H 9.556 11.915 7.137
H 12.351 12.632 7.920
H 12.125 11.600 6.607
H 11.228 10.926 9.542
H 12.766 10.301 8.707
H 10.860 9.594 7.045
H 11.440 8.503 10.559
H 7.870 10.360 11.931
H 5.435 10.697 11.278
H 4.295 8.924 9.833
H 5.721 7.004 9.185
H 7.877 6.627 9.918
C 15.731 11.408 4.318
C 16.585 12.252 5.287
N 17.447 11.401 6.191
C 18.144 11.799 7.276
S 18.832 10.737 8.461
N 18.281 13.112 7.590
C 18.212 14.336 6.774
C 18.906 15.535 7.366
H 15.600 11.933 3.372
H 14.790 11.101 4.827
H 16.336 10.446 4.102
H 15.927 12.873 6.005
H 17.206 12.855 4.595
H 17.123 10.396 6.166
H 18.722 13.270 8.479
H 17.158 14.543 6.500
H 18.730 14.064 5.853
H 18.508 15.846 8.296
H 18.786 16.351 6.664
H 19.978 15.336 7.538
Br 17.068 15.576 15.594
C 15.894 14.853 14.339
C 14.593 15.348 14.233
N 13.676 14.699 13.546
C 13.958 13.648 12.810
C 15.277 13.132 12.672
C 16.199 13.743 13.555
C 15.636 12.143 11.628
O 14.802 11.906 10.679
O 16.840 11.663 11.683
H 14.282 16.205 14.803
H 13.148 13.286 12.267
H 17.229 13.346 13.572

Computed properties:
HOMO = -5.65 eV
E_LUMO = 2.2 eV
charge = -1
frontier orbital gap = 7.807 eV

Strongest force on any atom / hartree/bohr: 0.1155 0.0528 0.0683
DFT total energy / eV: -59169.5657 -46751.5386 -147528.1991